Computed, not measured: C3H8N2 in the gas phase at a distorted geometry, with ωB97M-V with the def2-TZVPD basis set.

Summary:
Total charge: 0
ΔE to the lowest compared entry with this formula, charge and spin in kcal/mol: 99.0
Electronic energy in Ha: -228.490835
F_max in eV/A: 5.27
Structure (SMILES): C/C=N/NC

CARTESIAN COORDINATES (ANGSTROEM)
C: 0.114 -1.825 -1.607
C: -0.178 -0.458 -0.673
N: 0.810 0.158 -0.179
N: 0.457 1.039 0.712
C: -0.854 1.086 1.501
H: -0.011 -1.386 -2.618
H: 1.120 -2.190 -1.272
H: -0.706 -2.676 -1.471
H: -1.254 -0.421 -0.186
H: 0.991 1.753 1.013
H: -0.639 2.069 2.109
H: -0.934 0.317 2.204
H: -1.922 1.339 1.166

Atom charges from the natural (NBO) analysis, given in e for atoms 1 to 4: number 1, C, carries -0.6605; number 2, C, carries -0.0049; number 3, N, carries -0.2185; number 4, N, carries -0.4219